1.
ORCA calculation (ωB97M-V/def2-TZVPD) on C6H4N2O in the gas phase.

Geometry as ORCA input:
```
! RIJCOSX wB97M-V def2-TZVPD def2/J DEFGRID3
* xyz 0 1
C -3.355 -0.810 0.057
C -2.319 1.373 -0.051
C 0.396 -0.111 0.413
C -0.424 -0.395 1.328
C 0.007 0.033 -0.991
C -2.266 0.006 -0.329
N -4.268 -1.411 0.398
N -2.299 2.462 0.234
O -1.248 -0.323 -1.233
H 1.387 0.232 0.563
H -0.709 -0.772 2.295
H 0.114 1.143 -1.083
H 0.596 -0.641 -1.511
*
```

The HOMO-LUMO gap (alpha / beta) comes out at 8.3 / 7.5 eV. For the HOMO energy (alpha / beta), the calculation gives -9.25 / -9.25 eV. As for the LUMO energy (alpha / beta): -0.0356 / -0.0630 Eh. The energy relative to the best compared isomer or geometry (same formula, charge and spin) comes out at 515.46 kJ/mol.



2.
ORCA calculation (ωB97M-V/def2-TZVPD) on C6H4N2O2 in the gas phase.

Geometry as ORCA input:
```
! RIJCOSX wB97M-V def2-TZVPD def2/J DEFGRID3
* xyz 0 1
N -0.974 2.721 -2.030
C -1.665 1.668 -1.567
C -0.912 0.750 -0.714
C -0.332 -0.053 -0.018
C 0.363 -0.958 0.827
C 1.448 -1.765 0.641
C 1.617 -2.373 1.914
N 0.732 -1.935 2.773
O -0.058 -1.051 2.103
H 2.045 -1.883 -0.256
H 2.357 -3.104 2.231
O -2.874 1.839 -1.359
H -0.187 2.543 -2.641
H -1.561 3.602 -1.903
*
```

The HOMO-LUMO gap comes out at 9.4 eV. For the HOMO energy, the calculation gives -9.53 eV. Its SMILES is NC(=O)C#Cc1ccno1. As for the LUMO energy: -0.0053 Eh. The energy relative to the best compared isomer or geometry (same formula, charge and spin) comes out at 356.79 kJ/mol.



3.
ORCA calculation (ωB97M-V/def2-TZVPD) on C6H4O in the gas phase.

Geometry as ORCA input:
```
! RIJCOSX wB97M-V def2-TZVPD def2/J DEFGRID3
* xyz 0 1
C -0.129 0.662 -3.557
C -0.206 0.439 -2.375
C 0.109 0.256 -0.997
C -0.489 -0.339 0.018
C -0.290 -0.615 1.273
C -0.121 -0.307 2.662
O 0.260 -1.578 2.044
H -0.021 0.862 -4.599
H 1.095 0.654 -0.762
H -0.924 -0.381 3.384
H 0.716 0.347 2.909
*
```

The HOMO-LUMO gap comes out at 9.8 eV. For the HOMO energy, the calculation gives -9.17 eV. Its SMILES is C#CC=C=C1CO1. As for the LUMO energy: 0.0224 Eh. The energy relative to the best compared isomer or geometry (same formula, charge and spin) comes out at 408.59 kJ/mol.



4.
ORCA calculation (ωB97M-V/def2-TZVPD) on C6H4O in the gas phase.

Geometry as ORCA input:
```
! RIJCOSX wB97M-V def2-TZVPD def2/J DEFGRID3
* xyz 0 1
C -2.645 0.526 0.195
C -1.572 0.843 0.705
C -0.172 0.819 0.581
C 0.575 -0.236 1.044
C 1.346 -0.698 -0.050
C 1.052 0.135 -1.090
O 0.180 1.077 -0.731
H -2.518 -0.338 -0.455
H 0.455 -0.697 2.015
H 1.962 -1.584 -0.085
H 1.338 0.153 -2.131
*
```

The HOMO-LUMO gap comes out at 8.8 eV. For the HOMO energy, the calculation gives -8.71 eV. Its SMILES is C#Cc1ccco1. As for the LUMO energy: 0.0050 Eh. The energy relative to the best compared isomer or geometry (same formula, charge and spin) comes out at 298.64 kJ/mol.



5.
ORCA calculation (ωB97M-V/def2-TZVPD) on C6H4O in the gas phase.

Geometry as ORCA input:
```
! RIJCOSX wB97M-V def2-TZVPD def2/J DEFGRID3
* xyz 0 1
C -0.175 -1.944 2.370
C -0.071 -0.923 1.683
C -0.025 0.007 0.645
C 1.019 0.495 -0.085
C 0.453 1.037 -1.269
C -0.890 0.825 -1.171
O -1.205 0.217 -0.019
H -0.422 -2.646 1.569
H 2.058 0.427 0.205
H 0.979 1.485 -2.098
H -1.721 1.020 -1.832
*
```

The HOMO-LUMO gap comes out at 9.0 eV. For the HOMO energy, the calculation gives -8.95 eV. Its SMILES is C#Cc1ccco1. As for the LUMO energy: 0.0003 Eh. The energy relative to the best compared isomer or geometry (same formula, charge and spin) comes out at 227.66 kJ/mol.



6.
ORCA calculation (ωB97M-V/def2-TZVPD) on C6H4O in the gas phase.

Geometry as ORCA input:
```
! RIJCOSX wB97M-V def2-TZVPD def2/J DEFGRID3
* xyz 0 1
C 1.902 0.624 0.124
C -0.201 1.820 -1.454
C -0.438 0.800 -0.752
C -0.435 -0.259 0.094
O 0.697 -0.511 0.692
C -1.637 -1.039 0.295
C -2.697 -1.612 0.381
H 2.284 0.087 -0.743
H 2.409 0.520 1.059
H 1.754 1.694 -0.153
H -3.638 -2.124 0.456
*
```

The HOMO-LUMO gap comes out at 8.4 eV. For the HOMO energy, the calculation gives -9.57 eV. As for the LUMO energy: -0.0422 Eh. The energy relative to the best compared isomer or geometry (same formula, charge and spin) comes out at 610.31 kJ/mol.



7.
ORCA calculation (ωB97M-V/def2-TZVPD) on C6H4O in the gas phase.

Geometry as ORCA input:
```
! RIJCOSX wB97M-V def2-TZVPD def2/J DEFGRID3
* xyz 0 1
C 2.658 -0.132 0.149
C 1.847 -0.241 -0.738
C 0.425 -0.116 -0.635
C -0.280 0.960 -0.199
C -1.546 0.441 0.206
C -1.489 -0.899 0.005
O -0.284 -1.256 -0.507
H 3.127 -0.018 1.094
H 0.107 1.966 -0.112
H -2.384 1.004 0.588
H -2.182 -1.711 0.149
*
```

The HOMO-LUMO gap comes out at 8.9 eV. For the HOMO energy, the calculation gives -8.29 eV. Its SMILES is C#Cc1ccco1. As for the LUMO energy: 0.0218 Eh. The energy relative to the best compared isomer or geometry (same formula, charge and spin) comes out at 203.74 kJ/mol.



8.
ORCA calculation (ωB97M-V/def2-TZVPD) on C6H4O in the gas phase.

Geometry as ORCA input:
```
! RIJCOSX wB97M-V def2-TZVPD def2/J DEFGRID3
* xyz 0 1
C 2.933 -0.157 0.167
C 1.800 -0.177 -0.240
C 0.394 -0.092 -0.388
C -0.408 0.980 -0.143
C -1.707 0.443 0.090
C -1.599 -0.901 -0.076
O -0.327 -1.246 -0.377
H 3.878 -0.127 0.652
H -0.078 2.010 -0.081
H -2.585 0.988 0.403
H -2.301 -1.721 -0.008
*
```

The HOMO-LUMO gap comes out at 9.6 eV. For the HOMO energy, the calculation gives -8.52 eV. Its SMILES is C#Cc1ccco1. As for the LUMO energy: 0.0378 Eh. The energy relative to the best compared isomer or geometry (same formula, charge and spin) comes out at 100.03 kJ/mol.



9.
ORCA calculation (ωB97M-V/def2-TZVPD) on C6H4O in the gas phase.

Geometry as ORCA input:
```
! RIJCOSX wB97M-V def2-TZVPD def2/J DEFGRID3
* xyz 0 1
C 2.066 0.151 1.125
C 1.028 -0.450 0.297
C 0.125 -0.867 -0.387
C -1.115 -1.055 -1.119
O -1.413 -2.022 -1.784
C -1.977 0.111 -0.941
C -2.582 1.127 -0.709
H 2.883 -0.543 1.337
H 1.637 0.490 2.073
H 2.473 1.032 0.619
H -3.124 2.025 -0.511
*
```

The HOMO-LUMO gap comes out at 10.0 eV. For the HOMO energy, the calculation gives -10.24 eV. Its SMILES is C#CC(=O)C#CC. As for the LUMO energy: -0.0090 Eh. The energy relative to the best compared isomer or geometry (same formula, charge and spin) comes out at 228.80 kJ/mol.